[1]
This record from OMol25 describes C25H22AgN4O3 as an isolated structure. The level of theory is the ωB97M-V functional and the def2-TZVPD basis.

Properties
**HOMO**: -3.76 eV
**Multiplicity**: 1
**Net charge**: -1
**LUMO energy**: 2.9 eV
**Kohn-Sham gap**: 6.696 eV

XYZ file:
```
55
Properties=species:S:1:pos:R:3:lowdin_charge:R:1
Ag -0.031 -0.311 -0.015 0.76
O 1.422 3.859 0.296 0.05
C 1.205 2.660 0.203 -0.46
N 0.029 1.997 -0.013 0.05
C -1.130 2.677 -0.285 -0.46
O -1.323 3.877 -0.408 0.05
C -2.363 1.776 -0.428 -0.21
C -3.592 2.249 0.008 -0.02
C -4.704 1.438 -0.129 -0.07
C -4.561 0.194 -0.726 -0.07
C -3.298 -0.187 -1.153 -0.15
N -2.216 0.578 -0.996 0.07
C 2.430 1.741 0.334 -0.20
C 3.677 2.228 -0.034 -0.02
C 4.780 1.399 0.094 -0.07
C 4.608 0.126 0.615 -0.07
C 3.330 -0.265 0.979 -0.15
N 2.260 0.517 0.828 0.07
H -3.645 3.238 0.446 0.11
H -5.674 1.770 0.229 0.10
H -5.402 -0.477 -0.854 0.10
H -3.135 -1.161 -1.612 0.11
H 3.748 3.238 -0.413 0.11
H 5.762 1.740 -0.212 0.10
H 5.439 -0.562 0.730 0.10
H 3.145 -1.261 1.372 0.11
C -0.157 -0.143 3.691 -0.16
O -0.788 0.356 2.520 -0.18
H -0.306 0.509 4.556 0.07
H 0.917 -0.287 3.534 0.07
H -0.604 -1.110 3.906 0.08
H -0.390 1.197 2.268 0.05
C -3.729 -4.468 0.199 -0.14
C -2.682 -5.071 -0.499 -0.12
C -1.442 -4.454 -0.611 -0.06
C -1.183 -3.197 -0.015 -0.33
C -2.249 -2.614 0.701 -0.08
C -3.494 -3.232 0.793 -0.12
N 0.012 -2.508 -0.175 -0.05
C 1.213 -3.194 -0.193 -0.33
C 1.468 -4.393 0.521 -0.05
C 2.727 -4.982 0.526 -0.12
C 3.798 -4.415 -0.169 -0.14
C 3.564 -3.241 -0.878 -0.13
C 2.305 -2.651 -0.900 -0.09
H -4.699 -4.951 0.275 0.08
H -2.841 -6.032 -0.981 0.09
H -0.647 -4.931 -1.173 0.10
H -2.079 -1.647 1.165 0.08
H -4.288 -2.741 1.346 0.09
H 0.657 -4.846 1.079 0.10
H 2.882 -5.895 1.094 0.09
H 4.780 -4.875 -0.155 0.08
H 4.373 -2.779 -1.434 0.09
H 2.137 -1.733 -1.452 0.09
```

[2]
This record from OMol25 describes C25H22AuO2P2S3Sb as an isolated structure. The level of theory is the ωB97M-V functional and the def2-TZVPD basis.

Properties
**HOMO (alpha / beta)**: -11.53 / -11.39 eV
**Multiplicity**: 2
**Net charge**: +1
**Relative energy (zero: lowest compared OMol25 entry of this formula, charge and spin)**: 0.656 eV
**LUMO energy (alpha / beta)**: -5.0 / -5.0 eV
**Kohn-Sham gap (alpha / beta)**: 6.491 / 6.349 eV

XYZ file:
```
56
Properties=species:S:1:pos:R:3:lowdin_charge:R:1
Au -1.732 -2.670 -0.526 0.49
O -1.797 -0.565 -0.887 -0.47
P -0.654 0.333 -1.345 0.79
C 0.579 0.649 -0.047 -0.28
P 0.593 -0.662 1.222 0.74
O 0.288 -2.014 0.629 -0.42
C 2.234 -0.618 1.933 -0.28
C 3.319 -0.880 1.092 -0.08
C 4.600 -0.923 1.612 -0.06
C 4.803 -0.710 2.972 -0.06
C 3.728 -0.462 3.812 -0.06
C 2.439 -0.415 3.296 -0.06
C -0.575 -0.139 2.470 -0.30
C -1.416 -1.104 3.018 -0.08
C -2.336 -0.748 3.995 -0.06
C -2.402 0.565 4.436 -0.06
C -1.546 1.527 3.910 -0.06
C -0.635 1.179 2.928 -0.08
C 0.273 -0.328 -2.736 -0.27
C 0.240 -1.681 -3.062 -0.07
C 0.966 -2.163 -4.140 -0.05
C 1.728 -1.289 -4.900 -0.06
C 1.768 0.063 -4.585 -0.06
C 1.041 0.545 -3.508 -0.07
C -1.326 1.919 -1.812 -0.29
C -2.628 1.940 -2.316 -0.06
C -3.193 3.144 -2.707 -0.05
C -2.465 4.321 -2.599 -0.06
C -1.168 4.302 -2.101 -0.06
C -0.596 3.103 -1.706 -0.09
H 0.358 1.602 0.430 0.06
H 1.568 0.703 -0.504 0.08
H 3.157 -1.072 0.036 0.11
H 5.442 -1.128 0.964 0.11
H 5.807 -0.741 3.378 0.11
H 3.890 -0.309 4.871 0.11
H 1.600 -0.225 3.953 0.11
H -1.341 -2.130 2.675 0.08
H -3.002 -1.495 4.407 0.11
H -3.120 0.844 5.196 0.11
H -1.592 2.547 4.268 0.11
H 0.036 1.933 2.531 0.11
H -0.357 -2.376 -2.481 0.05
H 0.933 -3.217 -4.387 0.12
H 2.290 -1.663 -5.747 0.12
H 2.358 0.744 -5.185 0.11
H 1.060 1.604 -3.277 0.10
H -3.192 1.018 -2.383 0.11
H -4.204 3.164 -3.094 0.11
H -2.910 5.260 -2.902 0.11
H -0.606 5.223 -2.015 0.11
H 0.417 3.100 -1.319 0.11
S -4.449 -6.598 0.510 0.01
Sb -2.961 -5.072 1.547 0.30
S -1.519 -4.933 -0.394 -0.02
S -3.795 -3.001 0.570 0.01
```

[3]
This record from OMol25 describes C25H22Br2MnN3O6PS4 as an isolated structure. The level of theory is the ωB97M-V functional and the def2-TZVPD basis.

Properties
**HOMO (alpha / beta)**: -1.55 / -1.92 eV
**Multiplicity**: 6
**Net charge**: -2
**Relative energy (zero: lowest compared OMol25 entry of this formula, charge and spin)**: 4.793 eV
**LUMO energy (alpha / beta)**: 3.9 / 3.9 eV
**Kohn-Sham gap (alpha / beta)**: 5.432 / 5.795 eV

XYZ file:
```
64
Properties=species:S:1:pos:R:3:lowdin_charge:R:1
Mn -0.806 0.445 0.402 0.51
Br 1.933 0.231 4.879 0.72
C 0.566 1.454 4.400 -0.59
C 0.224 2.462 5.280 -0.20
C -0.738 3.400 4.941 -0.63
Br -1.099 4.813 6.180 0.67
C -1.402 3.320 3.716 -0.21
C -2.257 4.373 3.160 -0.05
C -2.719 4.321 1.907 -0.02
C -2.572 3.099 1.087 -0.28
N -1.755 2.043 1.665 -0.12
C -1.086 2.248 2.901 -0.11
C -0.049 1.296 3.127 -0.42
O 0.272 0.430 2.257 -0.16
H 0.733 2.529 6.232 0.08
H -2.399 5.265 3.756 0.06
H -3.222 5.170 1.463 0.10
H -2.528 3.184 0.005 0.11
S 2.284 -2.327 1.244 0.60
C 0.907 -3.013 1.821 -1.18
N -0.017 -3.680 1.100 -0.05
C -1.270 -4.006 1.770 -0.28
C -0.947 -4.088 3.261 -0.44
S 0.459 -2.973 3.511 0.87
H -0.068 -3.406 0.126 0.10
H -1.651 -4.958 1.394 0.11
H -1.993 -3.210 1.572 -0.01
H -0.676 -5.099 3.569 0.06
H -1.789 -3.739 3.856 0.07
C -0.693 -0.371 -4.567 -0.16
P -0.277 -0.439 -2.668 0.68
C 1.528 -0.648 -3.005 -0.22
C 2.238 -1.637 -2.330 -0.10
C 3.599 -1.810 -2.536 -0.10
C 4.285 -0.961 -3.391 -0.12
C 3.595 0.054 -4.041 -0.10
C 2.227 0.197 -3.865 -0.09
C -1.473 -1.835 -2.547 -0.28
C -1.048 -3.155 -2.415 -0.10
C -1.965 -4.187 -2.273 -0.11
C -3.326 -3.912 -2.256 -0.12
C -3.754 -2.601 -2.395 -0.11
C -2.838 -1.571 -2.544 -0.12
H -1.418 0.415 -4.778 0.04
H -1.136 -1.322 -4.873 0.03
H 0.183 -0.200 -5.192 0.01
H 1.739 -2.245 -1.591 0.04
H 4.123 -2.589 -1.994 0.09
H 5.354 -1.070 -3.530 0.09
H 4.127 0.748 -4.681 0.09
H 1.711 1.008 -4.362 0.10
H 0.012 -3.387 -2.424 0.09
H -1.613 -5.207 -2.163 0.09
H -4.045 -4.712 -2.119 0.09
H -4.812 -2.369 -2.355 0.10
H -3.192 -0.550 -2.629 0.11
O -0.062 2.143 -0.587 -0.39
S -0.352 2.518 -1.989 0.39
O -1.483 3.411 -2.085 -0.33
O -0.875 1.178 -2.686 -0.40
O 0.839 2.908 -2.700 -0.31
O -0.037 -0.504 -1.091 -0.50
S -2.466 -0.912 0.830 0.11
N -3.176 1.951 1.719 0.20
```

[4]
This record from OMol25 describes C25H22BrCeN7O4 as an isolated structure at a distorted geometry. The level of theory is the ωB97M-V functional and the def2-TZVPD basis.

Properties
**HOMO (alpha / beta)**: -13.02 / -13.02 eV
**Multiplicity**: 1
**Net charge**: +2
**Relative energy (zero: lowest compared OMol25 entry of this formula, charge and spin)**: 0.541 eV
**LUMO energy (alpha / beta)**: -7.6 / -7.6 eV
**Kohn-Sham gap (alpha / beta)**: 5.423 / 5.421 eV

XYZ file:
```
60
Properties=species:S:1:pos:R:3:lowdin_charge:R:1
Ce -0.282 0.131 0.585 1.51
O -1.720 -3.118 -0.828 0.12
C -1.837 -2.258 0.011 -0.47
N -2.164 -0.923 -0.174 -0.02
C -2.552 -0.414 -1.375 -0.20
C -3.361 -1.117 -2.289 0.00
C -3.800 -0.476 -3.410 -0.03
C -3.441 0.883 -3.685 -0.03
C -2.643 1.592 -2.840 0.01
C -2.181 0.973 -1.655 -0.20
N -1.468 1.621 -0.698 -0.03
C -0.586 2.659 -0.986 -0.46
O -0.235 3.062 -2.067 0.12
C -0.012 3.303 0.271 -0.19
C 0.227 4.664 0.248 0.04
C 0.691 5.279 1.401 0.01
C 0.912 4.507 2.531 -0.01
C 0.685 3.147 2.458 -0.10
N 0.241 2.537 1.353 -0.01
C -1.557 -2.590 1.473 -0.19
C -1.859 -3.859 1.926 0.04
C -1.636 -4.158 3.262 0.01
C -1.106 -3.180 4.091 -0.01
C -0.805 -1.946 3.549 -0.10
N -1.016 -1.643 2.264 0.00
H -3.633 -2.141 -2.085 0.12
H -4.448 -1.004 -4.098 0.12
H -3.825 1.361 -4.576 0.12
H -2.374 2.615 -3.048 0.12
H 0.038 5.213 -0.663 0.14
H 0.870 6.346 1.420 0.13
H 1.256 4.947 3.456 0.13
H 0.875 2.513 3.317 0.12
H -2.273 -4.580 1.236 0.14
H -1.880 -5.137 3.654 0.13
H -0.931 -3.367 5.141 0.13
H -0.389 -1.160 4.170 0.12
C 1.537 -4.374 -0.379 0.05
O 2.037 -3.655 0.789 0.05
C 1.725 -2.400 0.891 -0.54
O 1.022 -1.767 0.088 -0.07
N 2.250 -1.828 1.995 0.06
N 2.023 -0.462 2.221 0.06
H 1.825 -5.404 -0.212 0.11
H 2.017 -3.981 -1.272 0.11
H 0.459 -4.264 -0.447 0.08
H 2.949 -2.328 2.526 0.18
H 2.853 0.068 1.964 0.12
H 1.866 -0.329 3.216 0.11
Br 4.410 3.689 -1.678 0.84
C 3.147 2.332 -1.946 -0.66
C 2.738 1.964 -3.218 -0.05
C 1.788 0.963 -3.342 0.00
C 1.288 0.381 -2.198 -0.12
N 1.676 0.734 -0.966 -0.04
C 2.593 1.700 -0.849 -0.17
H 3.146 2.455 -4.091 0.13
H 1.435 0.648 -4.314 0.13
H 0.551 -0.416 -2.270 0.13
H 2.886 1.994 0.152 0.11
```

[5]
This record from OMol25 describes a single C25H22BrN5O4S molecule at a distorted geometry. The level of theory is the ωB97M-V functional and the def2-TZVPD basis.

Properties
**HOMO**: -8.53 eV
**Multiplicity**: 1
**SMILES**: O=C(NNc1nc(-c2ccccc2)c2cc(Br)ccc2n1)c1ccc(S(=O)(=O)N2CCOCC2)cc1
**LUMO energy**: -0.4 eV
**Kohn-Sham gap**: 8.119 eV

XYZ file:
```
58
Properties=species:S:1:pos:R:3:lowdin_charge:R:1
O -0.686 3.049 2.068 0.09
C -0.273 1.973 2.438 -0.43
N -1.117 0.914 2.689 0.06
N -2.376 0.902 2.087 0.07
C -2.412 0.471 0.787 -0.37
N -3.560 0.688 0.124 0.21
C -3.653 0.242 -1.105 -0.16
C -4.945 0.427 -1.775 -0.17
C -5.600 1.652 -1.668 -0.02
C -6.819 1.846 -2.288 -0.07
C -7.406 0.816 -3.005 -0.08
C -6.775 -0.414 -3.090 -0.07
C -5.549 -0.611 -2.481 -0.04
C -2.541 -0.387 -1.747 -0.08
C -2.501 -0.752 -3.103 -0.07
C -1.382 -1.370 -3.594 -0.67
Br -1.321 -1.871 -5.432 0.73
C -0.268 -1.641 -2.786 -0.11
C -0.272 -1.261 -1.474 0.00
C -1.399 -0.610 -0.929 -0.20
N -1.361 -0.189 0.349 0.18
C 1.168 1.651 2.633 -0.12
C 1.617 0.655 3.499 -0.01
C 2.949 0.278 3.476 -0.06
C 3.816 0.893 2.592 -0.26
S 5.465 0.214 2.370 0.67
O 5.825 -0.497 3.559 -0.27
O 6.320 1.241 1.861 -0.27
N 5.303 -0.918 1.167 -0.23
C 4.648 -2.170 1.458 -0.15
C 3.200 -2.165 0.956 -0.18
O 3.135 -1.817 -0.411 -0.14
C 3.694 -0.543 -0.652 -0.18
C 5.159 -0.486 -0.203 -0.15
C 3.403 1.940 1.790 -0.05
C 2.075 2.324 1.816 0.01
H -0.715 -0.015 2.703 0.13
H -2.970 1.688 2.320 0.15
H -5.133 2.444 -1.104 0.11
H -7.315 2.802 -2.210 0.10
H -8.360 0.967 -3.488 0.10
H -7.239 -1.224 -3.632 0.11
H -5.075 -1.581 -2.523 0.12
H -3.336 -0.528 -3.748 0.11
H 0.593 -2.134 -3.211 0.10
H 0.587 -1.435 -0.845 0.10
H 0.937 0.182 4.190 0.12
H 3.330 -0.495 4.124 0.12
H 4.700 -2.324 2.535 0.12
H 5.202 -2.971 0.953 0.14
H 2.763 -3.162 1.032 0.13
H 2.598 -1.456 1.546 0.11
H 3.616 -0.380 -1.728 0.13
H 3.105 0.224 -0.125 0.11
H 5.560 0.524 -0.271 0.12
H 5.756 -1.154 -0.835 0.14
H 4.125 2.429 1.154 0.12
H 1.710 3.122 1.187 0.13
```

[6]
This record from OMol25 describes C25H22Cl2IrO8P2S9 as an isolated structure at a distorted geometry. The level of theory is the ωB97M-V functional and the def2-TZVPD basis.

Properties
**HOMO (alpha / beta)**: -8.05 / -7.99 eV
**Multiplicity**: 2
**Relative energy (zero: lowest compared OMol25 entry of this formula, charge and spin)**: 1.394 eV
**LUMO energy (alpha / beta)**: -0.5 / -0.5 eV
**Kohn-Sham gap (alpha / beta)**: 7.522 / 7.458 eV

XYZ file:
```
69
Properties=species:S:1:pos:R:3:lowdin_charge:R:1
Ir 0.645 0.490 -0.770 0.92
Cl 3.371 0.514 -0.058 0.77
C 3.093 0.043 1.588 -0.62
C 4.124 -0.554 2.287 -0.09
C 3.954 -0.829 3.635 -0.05
C 2.781 -0.493 4.286 -0.09
C 1.752 0.095 3.569 -0.64
Cl 0.330 0.580 4.439 0.73
C 1.877 0.339 2.204 -0.54
S 0.474 1.008 1.316 0.55
H 5.050 -0.783 1.779 0.11
H 4.756 -1.297 4.190 0.12
H 2.653 -0.673 5.344 0.11
C -1.669 1.321 -4.249 -0.05
C -0.672 2.343 -3.711 -0.58
O -0.524 3.432 -4.616 -0.04
P -1.252 3.035 -2.123 0.45
O -2.673 3.693 -2.368 -0.07
O -0.331 4.270 -1.801 -0.11
O -1.319 1.941 -1.126 -0.35
P 0.941 1.553 -3.281 0.35
O 1.757 1.831 -4.634 -0.10
O 0.781 0.082 -2.960 -0.38
O 1.536 2.332 -2.119 -0.39
H -2.567 1.840 -4.581 0.09
H -1.938 0.596 -3.482 0.05
H -1.241 0.780 -5.095 0.10
H 0.278 3.315 -5.139 0.08
H -2.645 4.439 -2.981 0.10
H 0.595 3.948 -1.766 0.06
H 2.283 1.081 -4.933 0.10
C -2.727 2.034 1.556 -0.38
S -2.433 3.820 1.650 0.85
C -1.147 3.908 2.852 -0.99
C 0.147 3.589 2.727 -1.03
S 0.962 3.015 1.267 0.67
S 1.165 3.882 4.113 0.89
C -0.050 4.504 5.175 -1.50
S 0.214 4.979 6.713 0.57
S -1.614 4.522 4.409 0.93
H -3.668 1.929 1.017 0.05
H -2.835 1.613 2.553 0.05
H -1.950 1.534 0.981 -0.04
O 0.904 -1.372 -0.208 -0.38
C -0.004 -2.446 -0.145 -0.57
C -1.379 -2.165 -0.748 -0.44
C -1.648 -1.482 -1.897 -0.14
C -3.011 -1.555 -2.293 -0.18
C -3.756 -2.320 -1.451 -0.40
S -2.811 -2.935 -0.172 1.07
C 0.626 -3.536 -1.009 -0.50
C 1.538 -3.315 -1.996 -0.11
C 1.857 -4.493 -2.727 -0.18
C 1.177 -5.583 -2.280 -0.42
S 0.148 -5.186 -0.974 1.03
C -0.107 -2.881 1.312 -0.48
C -0.989 -2.483 2.278 -0.17
C -0.704 -3.035 3.558 -0.19
C 0.420 -3.800 3.550 -0.41
S 1.123 -3.870 1.997 1.06
H -0.884 -1.008 -2.496 0.07
H -3.413 -1.067 -3.170 0.10
H -4.809 -2.545 -1.509 0.06
H 1.949 -2.335 -2.187 0.10
H 2.568 -4.527 -3.540 0.10
H 1.234 -6.598 -2.637 0.06
H -1.834 -1.841 2.081 0.09
H -1.314 -2.874 4.434 0.10
H 0.854 -4.350 4.370 0.06
```

Number 1: calculated total energy -42386.588 eV. Number 2: calculated total energy -91686.735 eV. Number 3: calculated total energy -267073.811 eV. Number 4: calculated total energy -127862.369 eV. Number 5: calculated total energy -122800.341 eV. Number 6: calculated total energy -186644.672 eV.